{"formula": "C6H5N4O2", "method": "wB97M-V/def2-TZVPD", "e_tot_ha": -600.63070, "homo_lumo_gap_ha": [0.276, 0.210], "charge": 1, "s2": 2.071, "homo_ha": [-0.501, -0.523], "multiplicity": 3, "species": ["C", "C", "C", "C", "C", "C", "N", "N", "N", "N", "O", "O", "H", "H", "H", "H", "H"], "xyz": [[1.040, -0.701, -2.705], [-0.121, -1.514, -2.587], [0.598, 0.220, -0.662], [-0.432, -0.780, -0.437], [0.769, 1.198, 0.500], [-0.441, 1.118, 2.719], [1.294, 0.125, -1.731], [-0.716, -1.598, -1.440], [0.161, 0.661, 1.558], [-0.991, -0.728, 0.756], [1.459, 2.179, 0.465], [-2.015, -0.799, 1.347], [1.758, -0.818, -3.504], [-0.442, -2.179, -3.376], [-1.407, 0.571, 2.807], [0.158, 0.859, 3.597], [-0.672, 2.187, 2.693]], "atomic_forces_ev_per_a": [[-0.90, -0.87, -0.01], [1.40, 0.07, -0.27], [-2.07, -1.40, 1.79], [2.76, 2.09, -3.21], [1.56, -0.94, -2.49], [-0.72, 0.18, 0.29], [1.95, 1.76, -0.48], [-2.36, -0.77, 1.26], [-2.42, -1.24, 0.32], [-0.98, -0.46, 3.17], [0.30, 1.15, 0.40], [0.77, 0.00, -0.84], [-0.07, 0.21, -0.15], [-0.09, -0.01, -0.04], [0.36, 0.07, 0.14], [0.15, 0.09, 0.09], [0.37, 0.06, 0.05]]}

{"formula": "C6H5NO", "method": "wB97M-V/def2-TZVPD", "e_tot_ha": -361.50396, "homo_lumo_gap_ha": 0.380, "relative_energy_ev": 2.1841, "smiles": "N#C[C@]12C[C@@]1(C=O)C2", "charge": 0, "homo_ha": -0.371, "species": ["N", "C", "C", "C", "C", "C", "O", "C", "H", "H", "H", "H", "H"], "xyz": [[2.505, -1.219, -1.372], [1.756, -0.646, -0.735], [0.815, 0.208, -0.190], [-0.300, 1.075, -0.807], [-0.680, 0.063, 0.268], [-1.396, -1.207, 0.206], [-2.369, -1.457, -0.476], [0.400, 0.496, 1.233], [-0.346, 2.249, -0.529], [-0.598, 0.848, -1.771], [-0.842, -1.943, 0.806], [0.885, -0.042, 1.993], [0.170, 1.574, 1.374]], "atomic_forces_ev_per_a": [[1.22, -1.09, -0.61], [-0.50, 0.28, -0.28], [-3.05, 2.35, 1.45], [0.48, 1.56, 2.63], [1.49, 0.37, -0.98], [-0.24, -0.22, -0.84], [0.88, 0.27, 0.74], [-0.52, 1.84, -1.62], [0.27, -2.85, -0.58], [-0.55, -0.39, -1.83], [-0.44, -0.54, 0.23], [-0.04, -0.90, 1.04], [0.99, -0.68, 0.66]]}

{"formula": "C6H5NO2", "method": "wB97M-V/def2-TZVPD", "e_tot_ha": -436.72762, "homo_lumo_gap_ha": 0.273, "relative_energy_ev": 4.5806, "charge": 0, "homo_ha": -0.303, "species": ["C", "C", "C", "C", "C", "C", "N", "O", "O", "H", "H", "H", "H", "H"], "xyz": [[-1.752, 0.615, 0.290], [-0.717, 1.354, 0.836], [-1.264, -0.500, -0.358], [1.799, 1.134, 0.675], [0.612, -2.172, -1.304], [0.422, 0.754, 0.475], [0.081, -0.646, -0.338], [2.245, 2.172, 1.075], [-0.083, -3.064, -1.287], [-2.752, 0.791, 0.443], [-0.670, 2.381, 1.176], [-1.910, -1.144, -0.903], [2.344, 0.230, 0.530], [1.646, -1.904, -1.311]], "atomic_forces_ev_per_a": [[0.34, -0.96, -0.03], [0.22, 0.53, -1.15], [0.19, 0.43, 0.24], [-1.36, -1.24, 0.20], [0.98, 4.15, 3.74], [1.71, -2.56, -1.78], [-0.66, 1.94, 0.71], [0.21, 0.85, 0.10], [-1.51, -1.38, -0.89], [-2.15, 0.44, 0.05], [-0.34, -0.28, 0.55], [-0.20, -0.82, -0.27], [1.88, -0.82, -0.41], [0.70, -0.28, -1.06]]}

{"formula": "C6H5NO3", "method": "wB97M-V/def2-TZVPD", "e_tot_ha": -511.86356, "homo_lumo_gap_ha": 0.267, "relative_energy_ev": 7.4988, "smiles": "O=[N+]([O-])/C=C\\c1ccco1", "charge": 0, "homo_ha": -0.324, "species": ["O", "N", "O", "C", "C", "C", "C", "C", "C", "O", "H", "H", "H", "H", "H"], "xyz": [[3.901, 0.036, 0.298], [2.610, 0.259, -0.071], [2.029, 1.322, -0.082], [1.963, -0.844, -0.058], [0.681, -1.053, -0.222], [-0.389, -0.250, -0.081], [-0.818, 1.185, -0.286], [-2.292, 1.079, 0.169], [-2.649, -0.285, 0.146], [-1.558, -0.985, -0.003], [2.726, -1.551, -0.011], [0.457, -2.070, -0.100], [-0.239, 2.007, -0.459], [-2.894, 1.961, 0.556], [-3.527, -0.809, 0.205]], "atomic_forces_ev_per_a": [[-3.61, 2.07, -1.78], [6.08, 4.06, 3.58], [0.61, 0.94, -0.77], [-0.45, -4.29, -1.63], [0.98, -1.17, 0.99], [-5.04, 5.94, -2.32], [-3.85, -6.86, 3.77], [1.54, 0.66, -0.99], [3.06, 4.58, 0.25], [1.09, -1.86, 0.02], [0.15, -2.14, 0.08], [-0.56, -1.41, -0.23], [1.34, 1.88, -0.22], [0.64, -1.39, -1.17], [-1.97, -1.00, 0.40]]}

{"formula": "C6H5NO3", "method": "wB97M-V/def2-TZVPD", "e_tot_ha": -511.84489, "homo_lumo_gap_ha": 0.302, "relative_energy_ev": 8.0069, "smiles": "O=[N+]([O-])/C=C\\c1ccco1", "charge": 0, "homo_ha": -0.324, "species": ["O", "N", "O", "C", "C", "C", "C", "C", "C", "O", "H", "H", "H", "H", "H"], "xyz": [[-3.111, -0.462, -0.501], [-2.106, -0.316, 0.180], [-1.415, -1.095, 0.906], [-1.630, 1.131, 0.110], [-0.221, 1.438, -0.230], [0.935, 0.643, -0.333], [2.112, 1.008, 0.362], [2.946, -0.251, 0.329], [2.200, -1.215, -0.336], [0.905, -0.751, -0.511], [-2.592, 1.825, 0.269], [-0.380, 2.604, -0.533], [2.384, 1.839, 0.843], [3.945, 0.084, 0.121], [2.306, -2.192, -0.518]], "atomic_forces_ev_per_a": [[0.88, -1.44, 1.12], [2.07, 1.34, 1.34], [-2.80, 1.32, -2.36], [2.85, 0.16, -0.70], [-8.97, 2.71, 0.28], [2.46, -0.72, 3.21], [-1.85, -6.67, -3.67], [-1.53, 2.26, -2.13], [-1.43, 5.21, 2.47], [1.28, 1.35, -0.96], [2.84, -1.37, -0.79], [1.72, -2.77, 0.91], [0.80, 3.28, 1.24], [1.05, -1.29, 0.94], [0.62, -3.37, -0.91]]}

{"formula": "C6H5NO6Ru", "method": "wB97M-V/def2-TZVPD", "e_tot_ha": -831.22338, "homo_lumo_gap_ha": [0.295, 0.196], "charge": 3, "s2": 8.788, "homo_ha": [-0.753, -0.860], "multiplicity": 6, "species": ["O", "C", "Ru", "O", "C", "C", "O", "C", "O", "N", "C", "C", "O", "O", "H", "H", "H", "H", "H"], "xyz": [[2.817, -1.661, -1.435], [1.673, -1.675, -1.264], [-0.286, -1.547, -0.966], [-0.450, -4.594, -1.149], [-0.404, -3.431, -1.173], [-0.519, -0.792, -2.675], [-0.632, -0.137, -3.630], [-2.263, -1.504, -0.692], [-3.403, -1.396, -0.538], [1.010, 2.550, 1.291], [-0.108, 1.745, 1.804], [-0.145, 0.451, 1.024], [-0.356, -0.631, 1.604], [0.168, 0.558, -0.224], [1.880, 2.091, 1.556], [1.040, 3.499, 1.701], [0.978, 2.631, 0.267], [0.007, 1.530, 2.865], [-1.008, 2.312, 1.635]], "atomic_forces_ev_per_a": [[-5.09, -0.30, 0.43], [9.89, 0.28, -0.39], [0.28, 2.50, 4.70], [0.13, 5.54, -0.17], [-0.17, -12.07, -0.19], [-1.51, 6.13, -10.06], [0.57, -3.20, 4.40], [-9.16, 1.20, 2.34], [4.84, -0.69, -0.96], [0.67, 0.47, 0.20], [-0.34, -0.24, 0.30], [0.47, 0.36, 1.07], [-0.26, 0.25, -1.71], [-0.14, -0.68, -0.06], [0.51, 0.21, -0.09], [-0.12, -0.15, -0.08], [0.09, 0.20, 0.11], [0.01, 0.15, 0.10], [-0.66, 0.04, 0.07]]}

{"formula": "C6H5NOS", "method": "wB97M-V/def2-TZVPD", "e_tot_ha": -759.65657, "homo_lumo_gap_ha": 0.335, "relative_energy_ev": 3.0044, "charge": 0, "homo_ha": -0.346, "species": ["C", "C", "C", "C", "C", "C", "N", "O", "S", "H", "H", "H", "H", "H"], "xyz": [[-0.924, -2.788, 0.806], [-0.374, 1.663, -0.462], [-0.575, 0.230, -0.589], [0.312, 2.167, 0.580], [0.007, -0.351, 0.391], [0.267, -2.197, 0.447], [-1.884, -3.126, 1.376], [2.042, 0.642, 1.976], [0.598, 0.815, 1.709], [-0.645, 2.292, -1.277], [-0.977, -0.238, -1.471], [0.673, 3.126, 0.731], [0.756, -2.051, -0.515], [1.025, -2.557, 1.108]], "atomic_forces_ev_per_a": [[-3.98, -1.28, 1.42], [0.32, 1.73, -0.36], [-0.50, 1.26, -1.54], [-1.06, -3.24, -0.86], [2.25, -4.81, 3.95], [2.00, 5.56, -1.05], [1.53, 0.26, -1.31], [0.09, -0.14, 0.06], [-0.15, -0.45, -0.48], [-0.45, 0.52, -0.46], [-0.28, -0.03, -0.06], [0.38, 1.60, 0.43], [-0.82, -1.44, -0.48], [0.67, 0.47, 0.73]]}

{"formula": "C6H5O2S2", "method": "wB97M-V/def2-TZVPD", "e_tot_ha": -1178.45011, "homo_lumo_gap_ha": 0.266, "relative_energy_ev": 0.5653, "charge": -1, "homo_ha": -0.147, "species": ["C", "C", "C", "C", "C", "C", "O", "O", "S", "S", "H", "H", "H", "H", "H"], "xyz": [[3.738, 1.079, -0.493], [5.848, -0.278, -0.201], [4.872, 0.684, -0.298], [2.360, 1.357, -0.452], [-0.120, -0.392, 1.288], [0.310, 0.363, 0.010], [1.811, 2.415, -0.665], [1.647, 0.230, -0.153], [6.457, -0.995, -1.549], [5.636, -0.787, 1.412], [-0.986, -1.123, 1.101], [0.784, -0.743, 1.727], [-0.447, 0.403, 1.965], [0.154, 1.454, 0.207], [-0.300, -0.056, -0.882]], "atomic_forces_ev_per_a": [[0.79, 0.28, 0.06], [0.21, -1.82, 1.28], [-2.46, 1.55, -1.14], [-0.66, 0.34, -0.28], [-1.58, 0.72, -0.73], [-3.23, 0.46, 0.09], [0.24, 0.16, 0.11], [2.58, -0.69, -0.60], [0.85, -0.05, -0.41], [1.12, -0.32, 0.26], [1.64, 0.81, 0.52], [0.41, -1.16, 0.37], [-0.41, -0.39, 0.21], [-0.61, -0.92, -0.80], [1.12, 1.03, 1.06]]}

Number 1: molar mass 165.1 g mol⁻¹. Number 2: molar mass 107.1 g mol⁻¹. Number 3: molar mass 123.1 g mol⁻¹. Number 4: molar mass 139.1 g mol⁻¹. Number 5: molar mass 139.1 g mol⁻¹. Number 6: molar mass 288.2 g mol⁻¹. Number 7: molar mass 139.2 g mol⁻¹. Number 8: molar mass 173.2 g mol⁻¹.